# 1
# C2H4O2S

C2H4O2S in the gas phase at a distorted geometry (ωB97M-V/def2-TZVPD, the OMol25 dataset).

Positions of all 9 atoms, in Å:
1 S -1.51 0.11 0.09
2 O -1.83 1.49 -0.24
3 O -2.57 -0.88 0.10
4 C 1.28 0.25 0.03
5 C 0.04 -0.59 -0.36
6 H -0.08 -1.68 0.01
7 H 2.02 0.39 -0.87
8 H 1.85 -0.28 0.77
9 H 0.82 1.19 0.47

Calculated values
Kohn-Sham gap (alpha / beta): 8.26 / 8.26 eV
Energy relative to the best compared isomer or geometry (same formula, charge and spin): 77.9 kcal per mole
Spin multiplicity: 1
SMILES: CC=S(=O)=O

These are the Mulliken partial charges, in e, on atoms 1 to 4: 0.829 -0.476 -0.493 -0.698

***

# 2
# C2H4O2S

C2H4O2S in the gas phase at a distorted geometry (ωB97M-V/def2-TZVPD, the OMol25 dataset).

Positions of all 9 atoms, in Å:
1 S 0.23 0.42 0.43
2 O 0.23 1.59 -0.46
3 O 2.84 -1.08 0.14
4 C -1.68 -0.17 0.38
5 C 2.09 -0.37 -0.41
6 H -1.86 -0.91 -0.38
7 H 2.22 0.31 -1.26
8 H -2.19 0.77 0.18
9 H -1.87 -0.54 1.38

Calculated values
Kohn-Sham gap: 8.15 eV
Energy relative to the best compared isomer or geometry (same formula, charge and spin): 77.0 kcal per mole
Spin multiplicity: 1

These are the Mulliken partial charges, in e, on atoms 1 to 4: 0.397 -0.577 -0.324 -0.784

***

# 3
# C2H4O2S

2 unconnected molecules or ions with the total composition C2H4O2S at a distorted geometry (ωB97M-V/def2-TZVPD, the OMol25 dataset).

Positions of all 9 atoms, in Å:
1 S -2.87 0.00 -0.08
2 O -4.10 -0.74 -0.27
3 O -2.92 1.43 0.01
4 C -1.66 -0.76 0.78
5 C 0.51 0.49 -0.16
6 H 0.72 0.94 0.78
7 H -1.49 -1.77 0.42
8 H 1.03 -0.39 -0.45
9 H -0.04 1.06 -0.89

Calculated values
Kohn-Sham gap (alpha / beta): 6.81 / 7.64 eV
Energy relative to the best compared isomer or geometry (same formula, charge and spin): 116.3 kcal per mole
Spin multiplicity: 3

These are the Mulliken partial charges, in e, on atoms 1 to 4: 0.873 -0.445 -0.442 -0.309

***

# 4
# C2H4O2S2

C2H4O2S2 in the gas phase at a distorted geometry (ωB97M-V/def2-TZVPD, the OMol25 dataset).

Positions of all 10 atoms, in Å:
1 S 0.42 1.94 -0.74
2 S 1.96 -0.99 -0.07
3 O -0.89 1.65 0.37
4 O -1.37 -0.27 -0.92
5 C 0.36 -0.39 0.80
6 C -0.41 0.41 -0.18
7 H 0.72 0.19 1.63
8 H -2.03 0.43 -1.07
9 H 1.34 -1.68 -1.00
10 H -0.09 -1.29 1.18

Calculated values
Kohn-Sham gap: 9.04 eV
Energy relative to the best compared isomer or geometry (same formula, charge and spin): 46.1 kcal per mole
Spin multiplicity: 1
SMILES: O[C@]1(CS)OS1

These are the Mulliken partial charges, in e, on atoms 1 to 4: -0.020 -0.190 -0.430 -0.473